Record 1
The molecule C5H9NOS in a non-equilibrium geometry, computed with ωB97M-V with the def2-TZVPD basis set.

Element x y z (Å)
N 1.766 -1.048 -0.078
C 0.380 -0.841 -0.217
C -0.349 -0.368 1.028
C 0.249 1.017 1.352
S 0.547 1.842 -0.262
C -0.127 0.323 -1.116
C -1.600 0.201 -0.806
O -1.694 -0.176 0.587
H 2.322 -0.185 -0.055
H 2.130 -1.431 -0.974
H -0.108 -1.724 -0.636
H -0.286 -1.081 1.867
H -0.373 1.656 1.981
H 1.152 0.861 1.833
H 0.118 0.344 -2.176
H -2.060 -0.566 -1.414
H -2.066 1.176 -0.915

Computed properties:
- Net charge: 0
- ΔE to the lowest compared entry with this formula, charge and spin: 25.7 kcal per mole
- Frontier orbital gap: 9.4985 eV
- SMILES: N[C@H]1[C@H]2CS[C@@H]1CO2
- E_LUMO: 0.8 eV

Results of the natural (NBO) charge analysis, in e, for atoms 1 through 4:
1. N -0.8273
2. C -0.0846
3. C 0.0784
4. C -0.5396

---

Record 2
A cluster of 2 separate species, C5H9NOS in total in a non-equilibrium geometry, computed with ωB97M-V with the def2-TZVPD basis set.

Element x y z (Å)
C 0.462 1.175 -1.564
C 0.686 1.397 -0.116
C -0.472 0.979 0.798
C -0.564 -0.627 0.635
C -0.624 -1.364 1.812
N 0.579 -1.398 1.341
H -0.414 1.765 -1.939
H 0.256 0.045 -1.705
H 1.327 1.449 -2.190
H 1.079 2.471 0.053
H 1.521 0.634 0.236
H -1.534 1.421 0.620
H -0.506 1.121 1.897
H -0.977 -1.004 -0.341
H -1.106 -1.688 2.640
O 0.124 -3.733 -0.623
S 0.161 -2.643 -1.554

Computed properties:
- Net charge: 0
- ΔE to the lowest compared entry with this formula, charge and spin: 134.8 kcal per mole
- Frontier orbital gap (spin up / spin down): 7.6588 / 7.5824 eV
- SMILES: CCC[C@@H]1C=N1.O=S
- E_LUMO (spin up / spin down): -1.2 / -1.2 eV

Results of the natural (NBO) charge analysis, in e, for atoms 1 through 4:
1. C -0.6048
2. C -0.4205
3. C -0.4307
4. C -0.1476

---

Record 3
A cluster of 2 separate species, C5H9NOS in total in a non-equilibrium geometry, computed with ωB97M-V with the def2-TZVPD basis set.

Element x y z (Å)
C 0.857 -1.540 0.863
C 1.961 -1.105 0.623
C -2.536 0.976 -0.544
C -1.198 0.611 -0.077
C 3.083 -0.225 0.442
N -0.258 0.812 -1.134
O -2.728 -1.216 1.289
S -2.387 -0.800 -0.096
H -0.125 -1.858 1.056
H -3.298 1.620 0.013
H -2.721 0.962 -1.557
H -0.906 0.909 0.821
H 3.853 -0.619 1.019
H 2.643 0.773 0.585
H 3.327 -0.261 -0.543
H 0.695 0.700 -0.817
H -0.264 0.262 -1.945

Computed properties:
- Net charge: 0
- ΔE to the lowest compared entry with this formula, charge and spin: 120.6 kcal per mole
- Frontier orbital gap: 9.4804 eV
- E_LUMO: 0.8 eV

Results of the natural (NBO) charge analysis, in e, for atoms 1 through 4:
1. C -0.2682
2. C -0.0008
3. C -0.5680
4. C -0.1987

---

Record 4
The molecule C5H9NS in a non-equilibrium geometry, computed with ωB97M-V with the def2-TZVPD basis set.

Element x y z (Å)
C 1.286 0.630 -1.991
C 1.121 0.104 -0.550
C -0.127 -0.832 -0.343
S 0.157 -2.492 -0.671
N -1.171 -0.245 0.329
C -1.951 -0.688 1.597
C -1.004 0.482 1.558
H 1.180 -0.116 -2.758
H 2.135 1.202 -2.038
H 0.527 1.456 -2.008
H 2.071 -0.452 -0.235
H 0.992 1.197 -0.137
H -3.012 -0.511 1.511
H -1.320 -1.532 2.210
H -0.958 1.646 1.570
H 0.074 0.152 1.956

Computed properties:
- Net charge: 0
- ΔE to the lowest compared entry with this formula, charge and spin: 83.6 kcal per mole
- Frontier orbital gap: 8.5131 eV
- SMILES: CCC(=S)N1CC1
- E_LUMO: 0.1 eV

Results of the natural (NBO) charge analysis, in e, for atoms 1 through 4:
1. C -0.5877
2. C -0.4830
3. C 0.1717
4. S -0.1349

---

Record 5
The molecule C5H9NS in a non-equilibrium geometry, computed with ωB97M-V with the def2-TZVPD basis set.

Element x y z (Å)
C -0.737 1.466 0.147
C -0.605 0.300 -0.752
N -1.370 -0.882 -0.409
C -0.254 -1.412 0.412
C 0.715 -0.577 -0.501
C 1.861 0.004 0.178
S 3.425 -0.072 -0.213
H -0.005 2.278 -0.022
H -1.746 1.931 0.153
H -0.534 1.100 1.154
H -0.711 0.524 -1.796
H -2.190 -0.681 0.087
H -0.101 -2.512 0.445
H -0.249 -1.005 1.484
H 0.954 -1.036 -1.453
H 1.545 0.573 1.086

Computed properties:
- Net charge: 0
- ΔE to the lowest compared entry with this formula, charge and spin: 41.3 kcal per mole
- Frontier orbital gap: 8.5065 eV
- SMILES: C[C@@H]1NC[C@@H]1C=S
- E_LUMO: -0.2 eV

Results of the natural (NBO) charge analysis, in e, for atoms 1 through 4:
1. C -0.6435
2. C -0.0180
3. N -0.6078
4. C -0.1972

---

Record 6
The molecule C5H9NS in a non-equilibrium geometry, computed with ωB97M-V with the def2-TZVPD basis set.

Element x y z (Å)
C -1.451 -0.414 -1.732
C -0.270 -0.067 -0.931
S 1.049 0.739 -1.571
N -0.316 -0.505 0.326
C -1.239 -0.025 1.320
C 0.196 0.179 1.495
C 1.076 -0.598 2.499
H -1.457 0.154 -2.624
H -1.499 -1.481 -2.000
H -2.334 -0.301 -0.964
H -1.805 0.868 0.911
H -1.792 -0.753 1.917
H 0.554 1.167 1.253
H 0.575 -1.477 2.961
H 1.980 -1.051 2.161
H 1.316 0.134 3.326

Computed properties:
- Net charge: 0
- ΔE to the lowest compared entry with this formula, charge and spin: 37.1 kcal per mole
- Frontier orbital gap: 8.7947 eV
- SMILES: CC(=S)N1C[C@H]1C
- E_LUMO: 0.5 eV

Results of the natural (NBO) charge analysis, in e, for atoms 1 through 4:
1. C -0.6811
2. C 0.1548
3. S -0.1418
4. N -0.4233

---

Here are the calculated molecular weight numbers, same order: 131.2 131.2 131.2 115.2 115.2 115.2 (g/mol).